This record from the OMol25 dataset describes a cluster of 7 separate species, C20H48BClN4O12PS2 in total at a distorted geometry. The level of theory is ωB97M-V/def2-TZVPD.

Each line ends with the Mulliken charge.
Atoms and positions in Å:
Cl (1.05, -0.83, -5.03)  -0.1148
S (4.92, 2.48, 0.04)  -0.1799
S (1.44, 3.50, 0.48)  -0.1227
P (3.52, -0.02, -2.75)  0.5273
O (1.00, 0.05, 6.26)  -0.6206
O (3.60, -3.67, -2.96)  -0.5658
O (-4.24, 5.81, 0.66)  -0.6133
O (-0.67, 1.90, -6.10)  -0.6385
O (-0.70, -0.19, -3.19)  -0.4108
O (-5.31, 3.79, -1.41)  -0.6233
O (-5.14, -1.22, -0.06)  -0.4067
O (1.16, 2.83, 4.38)  -0.6150
O (-4.23, -3.30, -0.33)  -0.5611
O (-2.34, 3.66, -1.31)  -0.4595
O (-0.07, 4.59, 3.17)  -0.4920
O (0.86, -3.86, 0.78)  -0.4781
N (3.27, 0.04, -0.01)  -0.4290
N (0.57, 2.03, 0.91)  0.6711
N (-0.11, -0.20, 0.48)  1.2817
N (1.44, 1.14, -1.13)  0.5026
C (2.94, -3.30, 3.49)  -1.0930
C (-2.19, 1.05, -0.52)  -0.5261
C (-3.78, 0.83, -0.28)  0.0572
C (0.26, -0.94, -3.36)  0.1244
C (1.36, -3.30, 3.24)  0.1736
C (-4.37, -0.46, -1.02)  -0.6002
C (0.86, -4.35, 2.15)  -0.4475
C (-0.09, -2.81, 0.57)  -0.6347
C (0.73, -1.43, 0.30)  -0.9155
C (-0.16, 2.03, 2.20)  0.0134
C (-4.43, -2.34, 0.44)  0.7454
C (5.14, -0.92, -2.38)  -1.0334
C (1.59, -1.46, -1.05)  0.1297
C (2.34, -0.05, -1.23)  -0.1315
C (3.78, 1.74, -3.39)  -0.9083
C (0.84, -2.02, -2.35)  -0.8481
C (-3.92, -2.51, 1.94)  -0.6020
C (-1.48, -0.31, -0.10)  0.2717
C (0.62, 0.98, 0.06)  -1.1405
C (3.94, 1.13, -0.01)  0.3503
B (0.32, 3.19, 3.25)  0.5700
H (1.03, -2.23, 3.07)  -0.1368
H (-1.55, -1.06, -0.97)  0.1666
H (-4.59, -3.21, 2.56)  0.3692
H (-0.88, -3.02, -0.21)  0.3274
H (0.90, 1.32, -1.99)  0.1409
H (5.20, -1.83, -3.05)  0.2488
H (-0.52, 1.38, -5.30)  0.2932
H (-3.62, 6.28, 0.09)  0.3125
H (3.36, -4.34, 3.73)  0.3387
H (0.07, 1.02, 2.71)  0.0611
H (4.21, -4.08, -3.59)  0.2782
H (4.72, 2.18, -2.91)  0.2889
H (-0.97, 4.59, 3.59)  0.3009
H (-4.00, 0.84, 0.85)  0.2628
H (-4.31, 1.76, -0.70)  -0.2138
H (-3.61, -1.06, -1.61)  0.3639
H (-0.01, -2.76, -2.14)  0.3532
H (0.88, -3.62, 4.24)  0.3967
H (2.44, -2.21, -0.84)  0.7209
H (3.54, -2.81, 2.66)  0.2151
H (1.50, -1.40, 1.15)  0.2557
H (-2.15, -0.78, 0.72)  -0.2479
H (-2.85, 4.39, -1.67)  0.2171
H (2.87, 2.40, -3.16)  0.2323
H (2.55, 3.60, 1.34)  0.1345
H (-1.30, 2.12, 2.11)  0.0740
H (-1.92, 1.96, 0.10)  0.0206
H (6.07, -0.27, -2.57)  0.3979
H (-3.85, -1.54, 2.53)  0.2288
H (1.53, -5.26, 2.22)  0.3617
H (-0.23, -4.63, 2.40)  0.2827
H (1.62, -2.63, -2.94)  0.3173
H (-5.84, 4.57, -1.22)  0.3093
H (-5.13, -0.07, -1.80)  0.3460
H (-0.67, -2.60, 1.55)  0.2102
H (-2.89, -2.99, 1.94)  0.0549
H (2.90, -4.33, -2.85)  0.2851
H (3.14, -2.67, 4.44)  0.2963
H (-1.52, 3.67, -1.83)  0.2494
H (-2.09, 1.34, -1.61)  0.1566
H (3.95, 1.73, -4.52)  0.3752
H (0.84, 0.40, 7.15)  0.3074
H (1.49, 0.74, 5.81)  0.3317
H (0.19, 2.29, -6.30)  0.3099
H (-5.90, 3.23, -1.94)  0.2482
H (-4.57, 5.09, 0.10)  0.3270
H (5.20, -1.31, -1.30)  0.3125
H (0.50, 2.59, 5.08)  0.3108

Computed properties:
Charge: +1

This record from the OMol25 dataset describes a cluster of 11 separate species, C20H48BF4N4O6 in total at a distorted geometry. The level of theory is ωB97M-V/def2-TZVPD.

Each line ends with the Mulliken charge.
Atoms and positions in Å:
F (1.28, 23.77, 99.26)  -0.5029
F (0.55, 25.87, 99.54)  -0.1007
F (-0.40, 24.23, 100.72)  -0.2088
F (-0.78, 24.32, 98.48)  -0.0603
O (-3.24, 24.36, 97.35)  -0.5457
O (-1.99, 21.80, 100.53)  -0.5840
O (-0.04, 21.74, 97.49)  -0.4585
O (3.25, 24.13, 101.80)  -0.5520
O (2.43, 27.92, 99.17)  -0.5624
O (0.40, 25.88, 96.35)  -0.6161
N (-3.55, 27.82, 101.88)  -0.5225
N (3.05, 19.01, 101.91)  -0.5342
N (0.17, 24.95, 106.02)  -0.4837
N (1.15, 27.77, 103.18)  -0.5594
C (-0.39, 24.53, 105.11)  0.1590
C (-3.62, 26.51, 99.53)  -0.0315
C (1.97, 21.25, 100.64)  0.1849
C (-0.46, 20.93, 95.23)  -1.1327
C (2.58, 20.00, 101.39)  0.0897
C (-3.57, 27.26, 100.86)  0.3442
C (3.73, 23.81, 104.15)  -2.0153
C (3.43, 27.48, 99.97)  0.0070
C (0.24, 22.00, 96.14)  0.1016
C (-4.43, 22.24, 97.01)  -1.5234
C (-3.29, 22.09, 101.04)  0.4970
C (0.51, 28.28, 102.31)  0.5549
C (-1.07, 24.14, 103.78)  -0.6333
C (2.96, 24.66, 103.09)  0.6115
C (2.23, 25.56, 94.96)  -1.5925
C (-0.31, 28.75, 101.17)  -0.7062
C (1.80, 25.75, 96.41)  0.7336
C (-4.14, 20.98, 100.71)  -1.3724
C (-3.09, 23.05, 96.92)  0.6834
C (4.06, 26.23, 99.39)  -0.8281
B (0.17, 24.56, 99.54)  0.9857
H (-0.05, 25.77, 97.25)  0.0810
H (1.70, 27.32, 99.14)  0.3474
H (5.03, 25.86, 99.96)  0.2580
H (1.99, 26.27, 94.32)  0.4620
H (-0.45, 28.05, 100.31)  -0.1349
H (-4.24, 21.19, 96.63)  0.2820
H (-2.41, 24.62, 97.46)  0.2548
H (2.98, 24.79, 101.14)  0.0183
H (3.39, 27.39, 100.95)  0.1264
H (3.47, 25.40, 99.04)  0.0997
H (-2.43, 23.00, 95.78)  0.0216
H (1.95, 24.47, 94.66)  0.1883
H (-3.38, 22.03, 102.06)  0.2967
H (2.32, 21.20, 99.62)  0.2733
H (1.36, 22.15, 95.92)  0.2942
H (-5.33, 20.97, 100.95)  0.2780
H (-1.83, 23.53, 104.30)  0.3234
H (-1.27, 29.15, 101.54)  0.3544
H (-0.41, 23.42, 103.31)  0.2740
H (2.31, 25.11, 97.23)  -0.1381
H (3.22, 25.60, 95.10)  0.5206
H (-3.76, 20.02, 101.00)  0.3428
H (-5.18, 22.81, 96.60)  0.4791
H (-0.25, 22.88, 95.83)  0.1564
H (4.48, 26.64, 98.41)  0.2446
H (-1.50, 24.86, 103.28)  0.3865
H (4.72, 23.90, 103.95)  0.4796
H (-2.36, 22.56, 97.60)  -0.1310
H (0.83, 21.17, 100.57)  0.0025
H (2.15, 22.06, 101.42)  -0.1031
H (-3.81, 25.33, 99.74)  -0.0538
H (-4.45, 26.63, 98.79)  0.4150
H (-2.81, 26.40, 98.86)  -0.1250
H (-4.77, 22.16, 97.96)  0.3300
H (-4.23, 20.75, 99.61)  0.1860
H (-3.49, 23.18, 100.89)  -0.0468
H (0.19, 20.05, 95.50)  0.3524
H (-1.59, 22.59, 100.41)  0.1474
H (-0.40, 21.24, 94.05)  0.2817
H (0.25, 29.37, 100.76)  0.5284
H (-0.23, 22.52, 97.91)  -0.0907
H (2.05, 26.89, 96.65)  0.1564
H (3.98, 28.46, 100.05)  0.3425
H (3.57, 22.87, 104.00)  0.5605
H (3.58, 24.16, 105.08)  0.5018
H (1.85, 24.51, 103.17)  -0.2156
H (3.28, 25.63, 102.96)  0.4042
H (-1.55, 20.77, 95.36)  0.1612

Computed properties:
Charge: -1

Number 1: orbital gap 6.317 eV, highest occupied orbital energy -0.3776 hartree. Number 2: orbital gap 9.658 eV, highest occupied orbital energy -0.2666 hartree.